1.
Molecular formula: C9H27O12P3
Method: DFT, wB97M-V/def2-TZVPD

The geometry in ORCA input format:
```
! RIJCOSX wB97M-V def2-TZVPD def2/J DEFGRID3
* xyz 0 1
H -1.66 6.27 -0.60
H -0.65 0.72 -3.22
H -0.92 3.13 1.20
C -1.65 5.81 -1.64
H 0.29 1.51 -2.08
C -0.69 2.21 1.38
H 0.78 -3.19 -2.53
C -0.74 0.97 -2.21
H -1.26 1.62 0.68
H -2.67 6.01 -2.14
O 0.13 -3.40 -0.52
O 1.78 -2.93 1.38
H -0.94 0.03 -1.45
H 2.22 -5.70 0.08
H 2.52 -0.07 4.59
H 2.78 -1.06 -0.28
H 1.94 -3.38 -1.28
O -3.19 3.52 -3.35
H 0.15 -3.71 3.84
H 0.85 -1.85 -1.45
H 3.50 0.23 3.20
H 2.22 0.07 -1.39
H -4.49 2.13 -2.71
O -1.74 4.38 -1.42
C -0.40 -2.87 3.48
O 0.38 -0.48 0.85
C 1.03 -2.88 -1.51
H 0.58 -6.32 -0.41
O 0.65 -5.17 1.24
O -0.66 3.53 -3.54
O -0.66 -3.09 2.05
H 1.43 -6.94 0.96
P 0.48 -3.55 0.99
H 0.31 -2.17 3.53
H 3.88 -0.02 -1.00
H -1.28 -2.63 4.05
P 1.29 0.59 1.41
H 2.65 -1.40 3.32
C -4.48 3.18 -2.64
C 2.53 -0.26 3.59
O 0.71 2.08 0.99
P -1.79 3.31 -2.63
C 1.27 -6.12 0.37
C 2.92 -0.15 -0.53
H -4.62 3.46 -1.70
H -0.83 6.06 -1.99
O 1.39 0.39 2.92
O 2.75 0.50 0.80
O -1.81 1.91 -1.84
H -0.84 2.02 2.31
H -5.41 3.69 -3.10
*
```

SMILES	COP(=O)(OC)OC.COP(=O)(OC)OC.COP(=O)(OC)OC
gap between HOMO and LUMO	10.10	eV
highest occupied orbital energy	-9.301	eV

Löwdin population analysis, charges in e, atoms 1 to 4:
1 H 0.115
2 H 0.050
3 H 0.025
4 C -0.044

---

2.
Molecular formula: C9H28BO3Rb
Method: DFT, wB97M-V/def2-TZVPD

The geometry in ORCA input format:
```
! RIJCOSX wB97M-V def2-TZVPD def2/J DEFGRID3
* xyz 0 1
H -3.77 4.45 0.24
H -2.30 1.03 1.60
H -1.42 2.44 2.26
C -0.77 -2.21 1.96
H -0.75 1.53 0.94
H 2.82 0.46 0.48
C -2.37 2.80 0.34
H -4.41 2.94 0.99
H -1.29 -2.13 2.92
O 2.17 0.23 -2.05
H -1.71 -2.09 -2.47
C 3.64 0.61 -0.22
H 1.20 -1.86 2.82
O -1.61 -1.60 0.98
C -3.54 3.58 0.87
H 2.64 2.14 -1.33
H -1.59 3.46 -0.06
H 3.86 1.76 -3.48
H -0.05 -2.86 -1.90
H 0.34 -0.40 2.27
C 4.24 1.41 -2.52
C 0.54 -1.46 2.06
H -3.33 4.06 1.83
B -1.23 -3.04 -1.91
H 4.38 1.28 0.22
H 1.07 -1.50 1.10
H -3.47 2.44 -1.23
C 3.12 1.18 -1.53
H -1.62 -4.08 -2.37
H -0.10 -3.93 0.79
H -1.53 -4.25 1.83
H 4.91 2.19 -2.14
C -0.59 -3.70 1.74
H 1.96 0.54 -2.94
H 0.06 -4.14 2.51
C -1.69 1.90 1.36
H 4.81 0.50 -2.67
H 4.16 -0.33 -0.43
H -1.73 -3.01 -0.83
Rb -0.60 -0.04 -1.45
H -1.68 -2.25 0.23
O -2.77 1.96 -0.78
*
```

gap between HOMO and LUMO	8.10	eV
highest occupied orbital energy	-8.503	eV

Löwdin population analysis, charges in e, atoms 1 to 4:
1 H 0.084
2 H 0.092
3 H 0.090
4 C -0.504

---

In order of appearance, relative energy (zero: lowest compared OMol25 entry of this formula, charge and spin) = 5.802, 0.000 eV.
In order of appearance, E = -2286.12354, -634.30970 Eh.